No. 1
48
Properties=species:S:1:pos:R:3:nbo_charge:R:1 method="wB97M-V/def2-TZVPD" relative_energy_ev=0.033 smiles="CCC(=O)Nc1cccc(NC(=O)CSc2nnnn2Cc2ccccc2)c1" e_tot_ev=-43898.858 homo_energy_ev=-8.182
C -1.4255 0.6999 -6.6644 -0.60
C -1.6302 -0.6822 -6.0438 -0.49
C -2.5492 -0.5916 -4.8345 0.69
O -3.7063 -0.9420 -4.8613 -0.60
N -1.9223 -0.0567 -3.7472 -0.60
C -2.4367 0.2257 -2.4786 0.15
C -3.7576 -0.0284 -2.1186 -0.26
C -4.1831 0.2802 -0.8395 -0.17
C -3.3286 0.8381 0.0949 -0.26
C -2.0100 1.0942 -0.2648 0.16
C -1.5698 0.7877 -1.5479 -0.24
H -0.5411 0.9885 -1.8178 0.20
N -1.0697 1.6662 0.5994 -0.63
C -1.1872 1.9414 1.9152 0.66
O -2.1633 1.7691 2.6093 -0.60
C 0.0972 2.5459 2.4955 -0.60
H 0.5543 3.2688 1.8215 0.25
H -0.1334 3.0062 3.4558 0.26
S 1.3528 1.2796 2.8852 0.32
C 2.0522 1.0220 1.3313 0.17
N 1.6792 1.5154 0.1616 -0.38
N 2.5277 1.0259 -0.7331 -0.05
N 3.3897 0.2766 -0.1935 -0.06
N 3.1425 0.2431 1.1179 -0.20
C 3.8761 -0.5619 2.0564 -0.26
C 3.0442 -1.7540 2.4628 0.03
C 2.7358 -2.7241 1.5170 -0.24
C 1.9386 -3.8008 1.8605 -0.19
C 1.4453 -3.9143 3.1498 -0.20
C 1.7487 -2.9483 4.0936 -0.20
C 2.5427 -1.8673 3.7509 -0.23
H 2.7722 -1.1093 4.4853 0.21
H 1.3622 -3.0311 5.0979 0.22
H 0.8224 -4.7544 3.4172 0.22
H 1.7016 -4.5507 1.1209 0.22
H 3.1194 -2.6293 0.5108 0.22
H 4.7914 -0.8732 1.5471 0.25
H 4.1227 0.0532 2.9264 0.22
H -0.1470 1.8072 0.1796 0.44
H -3.6699 1.0722 1.0886 0.25
H -5.2076 0.0820 -0.5638 0.21
H -4.4324 -0.4613 -2.8366 0.25
H -0.9470 0.1848 -3.8603 0.40
H -2.1025 -1.3426 -6.7713 0.23
H -0.6694 -1.1118 -5.7522 0.21
H -0.7989 0.6242 -7.5500 0.21
H -2.3835 1.1238 -6.9553 0.22
H -0.9478 1.3816 -5.9633 0.20

No. 2
80
Properties=species:S:1:pos:R:3:nbo_charge:R:1 method="wB97M-V/def2-TZVPD" multiplicity=3 e_tot_ev=-107753.589 homo_energy_ev="-6.382 / -7.693"
Ti 0.1476 0.2037 1.6585 1.18
O -3.2963 -2.0634 1.6105 -0.61
C -2.4413 -1.1942 1.6991 0.65
N -1.1738 -1.2654 2.1638 -0.78
C -0.8805 -1.8937 3.3990 0.09
C -1.4266 -3.0974 3.8362 -0.22
C -1.1362 -3.5722 5.1094 -0.22
C -0.3187 -2.8460 5.9626 -0.23
C 0.1960 -1.6225 5.5546 -0.24
C -0.0728 -1.1404 4.2810 0.17
N 0.2406 0.1824 3.8755 -0.59
C 1.4039 0.5297 3.3843 0.46
O 1.5154 1.5943 2.6756 -0.71
C 2.4267 -0.5395 3.1307 0.16
C 3.5328 -0.9346 3.8497 -0.23
C 4.2559 -2.0217 3.3803 -0.13
C 3.8329 -2.6627 2.2235 -0.26
C 2.7131 -2.1933 1.5643 0.07
N 2.0183 -1.1404 1.9971 -0.49
C -2.7985 0.2211 1.2937 0.12
C -4.0977 0.5503 0.9389 -0.21
C -4.4183 1.8733 0.7027 -0.16
C -3.4292 2.8380 0.8315 -0.24
C -2.1496 2.4326 1.1716 0.04
N -1.8317 1.1547 1.3826 -0.48
H -2.0755 -3.6475 3.1694 0.24
H -1.5611 -4.5128 5.4359 0.21
H -0.1023 -3.2176 6.9561 0.21
H 0.7823 -1.0124 6.2316 0.21
H 3.8115 -0.4155 4.7560 0.23
H 5.1293 -2.3718 3.9136 0.23
H 4.3673 -3.5216 1.8425 0.23
H 2.3481 -2.6638 0.6587 0.21
H -4.8300 -0.2428 0.8749 0.25
H -5.4271 2.1568 0.4308 0.22
H -3.6456 3.8864 0.6801 0.23
H -1.3500 3.1543 1.2808 0.21
F 5.2407 -1.4324 -4.9710 -0.32
C 4.7153 -2.2870 -4.0775 0.97
F 5.7230 -2.6933 -3.2923 -0.32
F 4.2945 -3.3562 -4.7687 -0.32
C 3.6042 -1.6526 -3.2919 -0.14
C 2.3165 -1.6507 -3.8092 -0.20
C 1.2933 -1.0326 -3.1091 -0.14
C 1.5492 -0.4162 -1.8847 -0.34
C 2.8468 -0.4288 -1.3757 -0.19
C 3.8723 -1.0368 -2.0769 -0.17
P 0.2741 0.4565 -0.9170 0.88
C -1.3124 -0.1092 -1.5965 -0.37
C -2.2984 0.7737 -2.0301 -0.16
C -3.5610 0.3033 -2.3463 -0.18
C -3.8484 -1.0460 -2.2122 -0.14
C -2.8801 -1.9366 -1.7722 -0.17
C -1.6158 -1.4656 -1.4658 -0.14
C -5.2279 -1.5274 -2.5565 0.97
F -5.4070 -1.5834 -3.8901 -0.33
F -5.4887 -2.7442 -2.0760 -0.31
F -6.1727 -0.6985 -2.0844 -0.32
C 0.4918 2.1662 -1.5025 -0.35
C 0.8591 3.1291 -0.5666 -0.12
C 1.0807 4.4412 -0.9584 -0.19
C 0.9322 4.7895 -2.2911 -0.13
C 0.5827 3.8331 -3.2385 -0.19
C 0.3718 2.5252 -2.8462 -0.18
C 1.1208 6.2106 -2.7388 0.97
F 1.8955 6.2896 -3.8307 -0.32
F 1.6824 6.9756 -1.7968 -0.32
F -0.0525 6.7820 -3.0617 -0.32
H 2.1131 -2.1358 -4.7546 0.23
H 0.2881 -1.0362 -3.5098 0.22
H 3.0437 0.0408 -0.4178 0.23
H 4.8778 -1.0459 -1.6784 0.24
H -2.0872 1.8328 -2.0980 0.22
H -4.3340 0.9871 -2.6725 0.23
H -3.1246 -2.9804 -1.6375 0.24
H -0.8654 -2.1476 -1.0824 0.22
H 0.9789 2.8420 0.4741 0.23
H 1.3689 5.1891 -0.2333 0.24
H 0.4870 4.1178 -4.2784 0.23
H 0.1127 1.7743 -3.5832 0.22

No. 3
7
Properties=species:S:1:pos:R:3:nbo_charge:R:1 method="wB97M-V/def2-TZVPD" relative_energy_ev=0.082 smiles="N#CN=S.O=C=S" e_tot_ev=-28769.339 homo_energy_ev="-9.406 / -9.422"
C 1.2108 -1.0362 -0.4128 0.37
C -1.3248 1.1448 1.2322 0.41
N 1.5253 -1.9953 0.1403 -0.29
N 0.9579 0.1957 -0.8526 -0.65
O -1.0997 1.7716 0.3156 -0.46
S -1.8015 0.1669 2.2815 0.05
S 0.9294 1.1055 -2.0826 0.57

No. 4
28
Properties=species:S:1:pos:R:3:nbo_charge:R:1 method="wB97M-V/def2-TZVPD" relative_energy_ev=1.085 e_tot_ev=-37148.456 homo_energy_ev=-16.807 total_charge=+2
Ca 0.1385 0.3633 0.1065 1.81
O 0.4221 0.7494 2.5793 -0.98
H 0.0948 1.4591 3.1490 0.51
H 1.2800 0.5294 2.9533 0.49
O 0.1519 2.7823 0.4081 -0.99
H 0.5689 3.2688 -0.3126 0.50
H -0.4782 3.4121 0.7843 0.52
O 2.1517 -0.5421 0.8623 -0.97
H 2.2494 -1.5034 0.8618 0.50
H 2.5341 -0.2707 1.7032 0.50
O -1.7446 -2.7530 -1.4224 -0.93
H -1.3260 -3.5107 -1.0042 0.46
H -1.0862 -2.0367 -1.3821 0.46
O -1.1663 0.5389 -1.8710 -1.01
H -1.2274 0.0798 -2.7200 0.52
H -1.7572 1.2998 -1.9648 0.51
O 0.7587 -1.4328 -1.5013 -0.99
H 1.3462 -2.1791 -1.3187 0.51
H 0.9450 -1.2042 -2.4221 0.51
O -1.9226 0.7454 1.0002 -1.01
H -2.8284 0.5069 0.7502 0.53
H -2.0065 1.1358 1.8803 0.51
O -0.7953 -1.7192 1.0993 -0.99
H -0.6024 -2.6591 1.1957 0.50
H -1.5012 -1.5504 1.7351 0.51
O 1.7720 1.2766 -1.4301 -0.98
H 2.1257 0.9822 -2.2785 0.51
H 1.9035 2.2315 -1.4405 0.49

No. 5
86
Properties=species:S:1:pos:R:3:mulliken_charge:R:1 method="wB97M-V/def2-TZVPD" e_tot_ev=-63698.039 homo_energy_ev=-4.203 total_charge=-1
Ru -0.9081 -1.1304 -0.6652 -0.33
O -1.6328 -4.1699 4.5204 -0.56
C -1.3957 -3.4820 3.3755 0.99
C -1.1098 -4.1087 2.1690 -0.65
C -0.8978 -3.3379 1.0510 -0.24
N -0.9619 -1.9935 1.0884 0.51
C -1.2026 -1.3925 2.2607 -0.41
C -1.4246 -2.0980 3.4289 -0.95
C -1.0830 0.0874 2.2820 0.33
O -1.2006 0.7678 3.2491 -0.65
O -0.7236 0.5310 1.0514 1.72
C -0.5917 -3.9379 -0.3189 0.35
O -0.3407 -5.1270 -0.4023 -0.77
O -0.6326 -3.0814 -1.2786 -0.44
H -1.5902 -5.1148 4.3371 0.30
H -1.0395 -5.1845 2.0574 0.47
H -1.6115 -1.5684 4.3515 0.59
C 3.6771 -3.5857 -0.0417 -1.51
C 3.5184 -2.1214 -0.4510 1.00
C 4.8625 -1.3933 -0.4391 -1.58
C 2.8345 -1.9959 -1.7956 0.58
C 3.3597 -2.6267 -2.9219 -0.36
C 2.7166 -2.5554 -4.1423 -1.48
C 1.5212 -1.8580 -4.2521 -0.42
C 0.9682 -1.2203 -3.1523 0.96
C -0.3428 -0.4649 -3.3185 2.20
C -0.1299 0.8155 -4.1379 -1.73
C -1.4630 -1.3138 -3.9100 -1.93
C 1.6445 -1.2747 -1.9189 0.48
N 1.0705 -0.6077 -0.8013 0.42
C 1.2833 0.7492 -0.8677 -0.84
C 0.8060 1.7803 -0.1357 -1.37
N -0.0245 1.7591 0.9916 1.52
C -0.6214 2.9110 1.5739 -0.33
C -1.8908 3.3910 1.1982 0.08
C -2.3383 4.5669 1.7972 -1.05
C -1.5776 5.2468 2.7276 -1.30
C -0.3399 4.7526 3.0899 -0.91
C 0.1630 3.5801 2.5338 0.78
C 1.5527 3.1595 3.0058 0.51
C 2.6559 3.6147 2.0435 -1.39
C 1.7455 1.6891 3.3791 -1.21
C -2.8632 2.7189 0.2431 0.65
C -2.2726 2.2845 -1.0957 -1.55
C -3.6681 1.5882 0.9071 -1.35
H 4.0180 -3.6595 0.9942 0.43
H 4.4142 -4.0958 -0.6687 0.32
H 2.7312 -4.1225 -0.1349 0.33
H 2.8635 -1.6340 0.2718 -0.20
H 5.5462 -1.8214 -1.1780 0.29
H 5.3367 -1.4714 0.5429 0.43
H 4.7343 -0.3347 -0.6735 0.35
H 4.2802 -3.1950 -2.8359 0.34
H 3.1349 -3.0541 -5.0086 0.36
H 1.0132 -1.8177 -5.2090 0.37
H -0.6913 -0.0334 -2.3481 -1.51
H 0.2571 0.5578 -5.1270 0.38
H 0.5848 1.4816 -3.6535 0.34
H -1.0753 1.3470 -4.2650 0.46
H -1.2442 -1.5400 -4.9564 0.46
H -2.4075 -0.7696 -3.8685 0.40
H -1.5758 -2.2476 -3.3641 0.21
H 1.9286 1.0844 -1.6788 0.47
H 1.0899 2.7839 -0.4063 0.63
H -3.3141 4.9482 1.5204 0.42
H -1.9534 6.1589 3.1759 0.35
H 0.2548 5.2774 3.8293 0.39
H 1.6974 3.7295 3.9292 0.55
H 2.6744 2.9965 1.1493 0.26
H 3.6309 3.5211 2.5290 0.44
H 2.5209 4.6567 1.7459 0.30
H 1.7977 1.0521 2.4946 -0.07
H 0.9400 1.3311 4.0199 0.25
H 2.6904 1.5852 3.9187 0.55
H -3.5942 3.5007 0.0175 0.83
H -1.7341 1.3375 -1.0137 0.05
H -1.5728 3.0251 -1.4897 0.39
H -3.0770 2.1225 -1.8135 0.61
H -3.1557 0.6311 0.8436 -0.11
H -4.6113 1.4453 0.3827 0.42
H -3.8737 1.8096 1.9558 0.42
F -4.8648 0.0617 -1.8686 -0.42
B -4.5953 -1.1713 -1.2634 0.18
F -3.1469 -1.2415 -1.0523 -0.01
F -5.2011 -1.2616 -0.0131 -0.35
F -4.9517 -2.2231 -2.0964 -0.39